No. 1
26
Properties=species:S:1:pos:R:3:nbo_charge:R:1 method="wB97M-V/def2-TZVPD" total_charge=+1 e_homo_ev="-13.51 / -13.51" gap_ev="7.87 / 7.87" fmax_ha_per_bohr=0.1052 e_lumo_ev="-5.640 / -5.640"
C 2.25373 -0.14920 0.27366 0.544
C -0.58556 1.07822 1.27820 -0.555
C -1.43647 0.08490 0.49090 -0.084
C 1.44074 0.75570 -0.60058 0.100
C -2.58768 0.65619 -0.35140 -0.652
C 1.68918 0.84899 -2.09829 -0.669
C 0.14579 -1.91474 0.33211 -0.437
N 2.59090 0.28295 1.56279 -0.795
N -0.41971 -0.70111 -0.28270 -0.504
O 2.63474 -1.24429 -0.08954 -0.543
S 0.40144 2.02474 0.05561 0.392
H -1.22830 1.87431 1.73450 0.274
H 0.12512 0.38034 1.93433 0.254
H -2.00364 -0.68855 1.25814 0.246
H -2.27443 1.77011 -0.66489 0.229
H -3.39084 0.81079 0.41304 0.247
H -2.92626 -0.07340 -1.16303 0.250
H 1.50042 1.88535 -2.39801 0.259
H 1.02440 -0.01887 -2.39092 0.269
H 2.66904 0.70229 -2.23801 0.248
H 0.98360 -2.28999 -0.23947 0.269
H 0.24522 -1.87141 1.35102 0.214
H -0.64616 -2.64147 0.10634 0.221
H 2.07044 1.09872 1.90580 0.398
H 2.78529 -0.47657 2.18930 0.422
H -0.66776 -0.63958 -1.24617 0.403



No. 2
26
Properties=species:S:1:pos:R:3:nbo_charge:R:1 method="wB97M-V/def2-TZVPD" total_charge=+1 e_homo_ev=-11.88 gap_ev=9.22 fmax_ha_per_bohr=0.1054 e_lumo_ev=-2.656
C -2.95557 -0.65582 0.13198 0.919
C -1.67773 -1.74408 -1.21261 -0.194
C -0.71089 2.27566 1.87169 -0.590
C 2.10155 -1.02622 -1.10120 -0.457
C 0.82156 -1.71570 -0.70945 -0.242
C 0.70606 1.77418 1.45247 -0.469
C 2.27559 0.36567 -0.31348 -0.500
N -3.87843 0.00341 -0.06328 -0.561
N -0.31110 -1.02372 -1.38486 -0.623
O -2.05346 -1.47237 0.27969 -0.464
S 0.78111 1.46038 -0.41491 0.196
H -1.55994 -2.87436 -1.12552 0.175
H -0.62412 2.26655 2.87557 0.223
H -0.77510 3.24509 1.57217 0.219
H -1.51497 1.52603 1.53347 0.181
H 2.23159 -0.75665 -2.20815 0.229
H 2.91657 -1.76119 -0.87530 0.257
H 0.62987 -1.59079 0.43106 0.222
H 0.71569 -2.79751 -1.11956 0.238
H 0.82052 0.72043 1.85159 0.218
H 1.37369 2.61560 1.74588 0.246
H 3.11952 0.95744 -0.70866 0.245
H 2.45751 0.28853 0.72916 0.225
H -4.48983 0.85087 -0.03320 0.499
H -0.10748 -0.93898 -2.31803 0.414
H -0.29221 0.00754 -0.88652 0.395



No. 3
25
Properties=species:S:1:pos:R:3:nbo_charge:R:1 method="wB97M-V/def2-TZVPD" e_homo_ev=-7.18 gap_ev=8.04 fmax_ha_per_bohr=0.0212 e_lumo_ev=0.857
C -1.71194 -0.36412 -0.25705 -0.030
C -0.03220 1.31026 0.30775 -0.325
C -2.32443 0.40404 -1.37650 -0.655
C -0.60752 2.35044 1.24922 -0.621
C 3.38489 -0.63295 -0.94821 -0.632
C -0.52644 -1.90372 1.76596 -0.447
C 2.09291 0.10344 -0.76459 -0.735
N -0.71782 0.03736 0.47722 -0.065
N -0.08972 -0.58042 1.44657 -0.416
P 1.68932 0.67089 0.75947 0.786
H -2.12293 -1.34232 -0.06784 0.203
H -0.06090 1.65654 -0.72751 0.220
H -1.76751 1.30087 -1.62634 0.219
H -3.34562 0.70045 -1.13197 0.224
H -2.37562 -0.22674 -2.26451 0.228
H 0.00395 3.25108 1.22995 0.224
H -0.60794 1.95457 2.26242 0.228
H -1.62751 2.61205 0.96654 0.207
H 3.20492 -1.69716 -1.12586 0.200
H 3.95355 -0.24790 -1.79582 0.204
H 3.99188 -0.54605 -0.04761 0.207
H -0.41189 -2.58822 0.91422 0.179
H 0.08770 -2.25848 2.58842 0.220
H -1.57895 -1.91465 2.07723 0.181
H 1.45307 0.18914 -1.62951 0.197



Number 1: E_tot -23355.8088 eV. Number 2: E_tot -23353.2963 eV. Number 3: E_tot -19767.8468 eV.